[1]
{"formula": "C5H8FO4Sn", "method": "wB97M-V/def2-TZVPD", "species": ["C", "O", "C", "H", "H", "H", "H", "H", "C", "O", "C", "C", "O", "O", "F", "H", "H", "H", "Sn"], "coordinates": [[0.32671, -1.52016, 1.18017], [0.40054, -0.90420, -0.11862], [-0.90099, -2.37805, 1.37856], [1.23425, -2.13212, 1.23611], [0.42111, -0.74761, 1.95489], [-0.84270, -2.84336, 2.37147], [-1.83173, -1.79634, 1.33381], [-0.94028, -3.17662, 0.62696], [-0.58914, -0.29818, -1.03470], [0.75294, 1.87945, -1.33636], [0.67181, 1.77587, -0.07760], [-0.74674, 1.61523, 0.38555], [-1.36337, 0.60108, -0.39494], [-0.56910, -0.39182, -2.24087], [2.67759, 2.28272, -4.45496], [1.57200, 1.97283, 0.52099], [-0.75309, 1.41145, 1.46690], [-1.28520, 2.55646, 0.20327], [1.76539, 2.09337, -3.00062]], "total_energy_ha": -810.04418, "de_lowest_kj_mol": 0.00, "charge": 1, "lumo_energy_ev": -5.864}

=====

[2]
{"formula": "C45H32NO12PS", "method": "wB97M-V/def2-TZVPD", "species": ["C", "C", "O", "O", "C", "O", "S", "O", "O", "P", "N", "O", "H", "H", "H", "H", "H", "H", "H", "H", "C", "C", "C", "C", "C", "C", "C", "O", "C", "C", "C", "C", "C", "C", "C", "O", "H", "H", "H", "H", "H", "H", "H", "H", "C", "C", "C", "C", "C", "C", "C", "O", "C", "C", "C", "C", "C", "C", "C", "O", "H", "H", "H", "H", "H", "H", "H", "H", "C", "C", "C", "C", "C", "C", "C", "O", "C", "C", "C", "C", "C", "C", "C", "O", "H", "H", "H", "H", "H", "H", "H", "H"], "coordinates": [[0.22418, -8.59750, 4.82646], [1.16266, -8.35356, 3.62338], [2.24962, -8.01642, 3.85787], [0.73998, -8.57605, 2.32369], [0.08088, -7.45074, 1.75438], [0.68814, -6.98181, 0.56509], [2.09698, -6.08608, 0.75246], [3.16401, -7.03347, 0.69349], [2.10812, -5.49162, 2.30061], [1.81806, -3.81337, 2.36035], [0.14236, -3.49875, 2.12703], [2.07661, -3.45775, 3.96507], [0.85928, -8.69458, 5.71654], [-0.48469, -7.76790, 4.97655], [-0.31984, -9.54693, 4.69155], [-0.08988, -6.65873, 2.50582], [-0.92253, -7.80471, 1.45621], [-0.02776, -3.05863, 1.22574], [-0.42595, -4.33439, 2.25890], [1.53325, -4.10538, 4.45735], [-0.15391, -1.43611, 4.60828], [-1.41689, -0.85441, 4.53056], [-2.03352, -0.36921, 5.67259], [-1.39598, -0.47279, 6.90339], [-0.13964, -1.07699, 6.98691], [0.48275, -1.54707, 5.83485], [0.53610, -1.24028, 8.30139], [1.63028, -1.76232, 8.37573], [-0.15902, -0.75946, 9.52512], [0.43149, -0.95433, 10.76861], [-0.20031, -0.49918, 11.91444], [-1.42189, 0.16145, 11.82282], [-2.01720, 0.35343, 10.58683], [-1.39354, -0.11394, 9.43551], [-2.05979, 0.06743, 8.11853], [-3.12797, 0.64084, 8.03845], [0.32593, -1.80662, 3.70662], [-1.91936, -0.77881, 3.57369], [-3.01307, 0.08680, 5.60673], [1.46188, -2.00274, 5.89576], [1.38302, -1.46486, 10.84277], [0.25916, -0.65654, 12.88240], [-1.91104, 0.52288, 12.71889], [-2.96944, 0.86330, 10.51829], [6.08300, -1.39607, -1.53846], [5.25743, -2.04791, -0.62684], [3.88143, -1.93254, -0.73331], [3.32387, -1.15755, -1.74108], [4.15137, -0.48408, -2.64142], [5.53172, -0.61544, -2.54306], [3.57086, 0.38827, -3.69586], [4.28802, 0.97197, -4.48265], [2.09206, 0.53816, -3.76161], [1.53272, 1.39343, -4.70384], [0.15631, 1.53178, -4.78356], [-0.66898, 0.80860, -3.92747], [-0.11688, -0.04118, -2.98285], [1.26406, -0.17271, -2.88966], [1.84515, -1.06024, -1.84932], [1.12366, -1.69072, -1.09666], [7.15870, -1.49365, -1.46074], [5.68917, -2.64740, 0.16500], [3.24000, -2.44297, -0.02717], [6.17592, -0.10529, -3.24738], [2.17139, 1.95499, -5.37333], [-0.27673, 2.20287, -5.51635], [-1.74505, 0.91263, -3.99607], [-0.76071, -0.59888, -2.31523], [-1.92751, 5.82990, -11.47409], [-2.71948, 6.97370, -11.51176], [-3.18620, 7.53525, -10.33436], [-2.87311, 6.94928, -9.11354], [-2.09804, 5.78793, -9.07742], [-1.61791, 5.23787, -10.26059], [-1.79412, 5.12070, -7.78462], [-1.11649, 4.11183, -7.75021], [-2.34285, 5.70700, -6.53424], [-2.11535, 5.06440, -5.32438], [-2.60853, 5.60439, -4.14811], [-3.32554, 6.79716, -4.17559], [-3.56006, 7.43971, -5.38080], [-3.07807, 6.89259, -6.56463], [-3.36531, 7.57188, -7.85575], [-3.99345, 8.61065, -7.88335], [-1.55626, 5.39770, -12.39499], [-2.97051, 7.42790, -12.46219], [-3.79764, 8.42775, -10.36590], [-1.00622, 4.34540, -10.23416], [-1.55567, 4.13900, -5.29918], [-2.43368, 5.09831, -3.20668], [-3.70486, 7.22270, -3.25490], [-4.12174, 8.36464, -5.40051]], "total_energy_ha": -3431.27509, "charge": 0, "lumo_energy_ev": -1.113}

=====

[3]
{"formula": "C14H16BrCuN4O2S", "method": "wB97M-V/def2-TZVPD", "species": ["Cu", "N", "N", "C", "N", "S", "H", "H", "H", "H", "H", "N", "C", "C", "C", "C", "C", "C", "H", "H", "H", "H", "H", "H", "H", "Br", "C", "C", "C", "C", "C", "C", "C", "O", "O", "H", "H", "H", "H"], "coordinates": [[9.92175, 8.38568, 8.76699], [9.12964, 6.50008, 9.08775], [9.35796, 5.72398, 7.93043], [10.49705, 5.92325, 7.30220], [10.91158, 5.07536, 6.35620], [11.52564, 7.23517, 7.55368], [9.56716, 6.09211, 9.92888], [8.11758, 6.57521, 9.17172], [8.77431, 4.91298, 7.73758], [10.22019, 4.45023, 5.95041], [11.66562, 5.38889, 5.81956], [9.19262, 9.80046, 7.40453], [8.35354, 8.90100, 6.62696], [7.06803, 8.51677, 7.07313], [6.43528, 7.50651, 6.32964], [7.04613, 6.98443, 5.12280], [8.35548, 7.42243, 4.72606], [8.96551, 8.37808, 5.49791], [8.71738, 10.47862, 7.96822], [9.74774, 10.33140, 6.76626], [6.56890, 8.82774, 7.93518], [5.42613, 7.20938, 6.54508], [6.38163, 6.28814, 4.47036], [8.84091, 6.97585, 3.79582], [9.99340, 8.78310, 5.23403], [6.91072, 8.33963, 12.44634], [8.36774, 9.23215, 13.25314], [8.17165, 9.64611, 14.58189], [9.21023, 10.37818, 15.11532], [10.38223, 10.66082, 14.40559], [10.51725, 10.21972, 13.07012], [9.48200, 9.50813, 12.48157], [9.71926, 9.02145, 11.08618], [8.84014, 9.22658, 10.24116], [10.77604, 8.40686, 10.77359], [7.22380, 9.47987, 15.12228], [9.11442, 10.77037, 16.12899], [11.10881, 11.33840, 14.79597], [11.37210, 10.51662, 12.50117]], "total_energy_ha": -5525.07580, "de_lowest_kj_mol": 5.96, "spin_multiplicity": 2, "charge": 1, "lumo_energy_ev": [-2.683, -4.587]}

=====

[4]
{"formula": "C12H43ClN3O12", "method": "wB97M-V/def2-TZVPD", "species": ["Cl", "O", "O", "O", "O", "O", "H", "H", "O", "H", "H", "O", "H", "H", "O", "H", "H", "O", "H", "H", "C", "C", "C", "O", "C", "N", "H", "H", "H", "H", "H", "H", "H", "H", "H", "H", "H", "C", "C", "C", "O", "C", "N", "H", "H", "H", "H", "H", "H", "H", "H", "H", "H", "H", "C", "C", "C", "O", "C", "N", "H", "H", "H", "H", "H", "H", "H", "H", "H", "H", "H"], "coordinates": [[-23.57636, -21.44015, -6.03956], [-23.66739, -20.80751, -7.35226], [-23.25514, -20.45923, -5.00041], [-24.89604, -21.93077, -5.68437], [-22.61617, -22.48207, -6.07270], [-25.48090, -18.49238, -4.40475], [-24.89677, -19.24592, -4.56104], [-25.98478, -18.40194, -5.24282], [-24.78946, -21.38399, -10.50966], [-24.22078, -22.02270, -10.95168], [-24.34732, -21.20613, -9.66783], [-20.61502, -24.73908, -6.32963], [-21.19924, -23.96988, -6.24954], [-19.89776, -24.56164, -5.71379], [-23.87327, -22.01618, -1.92477], [-24.80232, -21.83702, -2.10723], [-23.46559, -22.05395, -2.79914], [-26.87408, -21.83304, -7.85455], [-26.59181, -21.85405, -8.77785], [-26.04642, -21.78625, -7.34645], [-26.37801, -24.91638, -6.15287], [-25.99944, -26.11365, -7.02818], [-24.59341, -26.08130, -7.61408], [-24.46337, -27.10534, -8.57701], [-23.17898, -27.15323, -9.13926], [-26.23791, -27.34730, -6.26193], [-26.54014, -24.03094, -6.76049], [-25.55129, -24.78778, -5.44392], [-27.26335, -25.12987, -5.56079], [-26.72192, -26.07170, -7.85309], [-23.91035, -26.19674, -6.75727], [-24.32399, -25.13240, -8.09587], [-22.85160, -26.22886, -9.64032], [-23.24172, -27.83311, -9.99147], [-22.43889, -27.40462, -8.37712], [-25.95183, -28.11178, -6.87710], [-25.57870, -27.38837, -5.48584], [-27.59920, -18.85810, -8.81728], [-26.69978, -18.29562, -7.73097], [-26.04745, -16.99360, -8.06692], [-25.09758, -17.10634, -9.08628], [-24.06794, -18.05501, -8.95424], [-27.42287, -18.07133, -6.43310], [-27.04731, -19.50144, -9.49564], [-28.10344, -18.01425, -9.30539], [-28.45679, -19.38925, -8.40173], [-25.93250, -19.03182, -7.47505], [-25.64282, -16.48039, -7.17848], [-26.80124, -16.23824, -8.33638], [-23.23743, -17.78786, -9.60951], [-24.37712, -18.99704, -9.42565], [-23.77676, -18.25335, -7.92430], [-28.05537, -18.85469, -6.28593], [-28.05408, -17.27572, -6.51295], [-20.93679, -17.29646, -1.39172], [-22.13222, -18.13777, -1.80977], [-23.17046, -18.40603, -0.75585], [-22.67140, -19.01607, 0.41117], [-23.61670, -19.32679, 1.37790], [-22.78485, -17.57033, -2.97739], [-20.39761, -17.80665, -0.58857], [-21.26086, -16.33382, -0.99255], [-20.25250, -17.25047, -2.23890], [-21.71973, -19.13369, -2.05009], [-23.80123, -19.18072, -1.23145], [-23.75111, -17.51302, -0.47904], [-23.08177, -19.68887, 2.25309], [-24.37202, -20.02162, 0.99665], [-24.16097, -18.43959, 1.74104], [-23.53522, -18.18729, -3.29430], [-22.20519, -17.61300, -3.81220]], "total_energy_ha": -2010.12917, "de_lowest_kj_mol": 0.00, "charge": -1, "lumo_energy_ev": 2.500}

=====

> Which formula does entry 4 have?

C12H43ClN3O12

=====

> Look up the charge of the fourth one.

-1

=====

Copy entry 3 word for word.
{"formula": "C14H16BrCuN4O2S", "method": "wB97M-V/def2-TZVPD", "species": ["Cu", "N", "N", "C", "N", "S", "H", "H", "H", "H", "H", "N", "C", "C", "C", "C", "C", "C", "H", "H", "H", "H", "H", "H", "H", "Br", "C", "C", "C", "C", "C", "C", "C", "O", "O", "H", "H", "H", "H"], "coordinates": [[9.92175, 8.38568, 8.76699], [9.12964, 6.50008, 9.08775], [9.35796, 5.72398, 7.93043], [10.49705, 5.92325, 7.30220], [10.91158, 5.07536, 6.35620], [11.52564, 7.23517, 7.55368], [9.56716, 6.09211, 9.92888], [8.11758, 6.57521, 9.17172], [8.77431, 4.91298, 7.73758], [10.22019, 4.45023, 5.95041], [11.66562, 5.38889, 5.81956], [9.19262, 9.80046, 7.40453], [8.35354, 8.90100, 6.62696], [7.06803, 8.51677, 7.07313], [6.43528, 7.50651, 6.32964], [7.04613, 6.98443, 5.12280], [8.35548, 7.42243, 4.72606], [8.96551, 8.37808, 5.49791], [8.71738, 10.47862, 7.96822], [9.74774, 10.33140, 6.76626], [6.56890, 8.82774, 7.93518], [5.42613, 7.20938, 6.54508], [6.38163, 6.28814, 4.47036], [8.84091, 6.97585, 3.79582], [9.99340, 8.78310, 5.23403], [6.91072, 8.33963, 12.44634], [8.36774, 9.23215, 13.25314], [8.17165, 9.64611, 14.58189], [9.21023, 10.37818, 15.11532], [10.38223, 10.66082, 14.40559], [10.51725, 10.21972, 13.07012], [9.48200, 9.50813, 12.48157], [9.71926, 9.02145, 11.08618], [8.84014, 9.22658, 10.24116], [10.77604, 8.40686, 10.77359], [7.22380, 9.47987, 15.12228], [9.11442, 10.77037, 16.12899], [11.10881, 11.33840, 14.79597], [11.37210, 10.51662, 12.50117]], "total_energy_ha": -5525.07580, "de_lowest_kj_mol": 5.96, "spin_multiplicity": 2, "charge": 1, "lumo_energy_ev": [-2.683, -4.587]}

=====

> Which of these has the lowest charge?

C12H43ClN3O12